Density functional theory data (ωB97M-V with the def2-TZVPD basis set) for the molecule C4H8Si.

Last column: natural (NBO) charge in e.
Element x y z (Å)
C1 3.38 -0.05 -0.53  -0.344
C2 2.22 -0.05 -0.25  -0.377
C3 -0.66 1.53 0.15  -1.080
C4 -0.77 -1.50 -0.07  -1.109
Si1 0.17 -0.10 0.80  1.388
H1 4.38 0.19 -0.88  0.233
H2 -0.21 1.99 -0.77  0.264
H3 -1.61 1.20 -0.13  0.226
H4 -0.69 2.28 1.02  0.243
H5 -1.22 -2.27 0.46  0.245
H6 -1.50 -1.03 -0.68  0.233
H7 0.09 -1.76 -0.72  0.263
H8 0.37 -0.34 2.18  -0.185

LUMO energy = 0.02856 Ha
ΔE to the lowest compared entry with this formula, charge and spin = 183.5 kJ/mol
Structure (SMILES) = C#C[SiH](C)C

Density functional theory data (ωB97M-V with the def2-TZVPD basis set) for a cluster of 2 separate species, C4H8Si in total.

Last column: natural (NBO) charge in e.
Element x y z (Å)
C1 -1.69 -0.10 -1.15  -0.272
C2 -0.60 0.40 -1.14  -0.331
C3 -3.06 -0.59 -1.18  -0.673
C4 2.09 -0.07 1.74  -1.104
Si1 2.32 0.89 0.09  1.256
H1 -3.60 -0.50 -0.15  0.217
H2 -3.68 -0.18 -1.94  0.225
H3 -2.99 -1.72 -1.37  0.219
H4 2.76 0.15 2.56  0.258
H5 1.03 0.02 1.89  0.283
H6 2.19 -1.11 1.50  0.252
H7 2.29 2.34 0.32  -0.179
H8 2.94 0.48 -1.16  -0.151

LUMO energy = -0.04899 Ha
ΔE to the lowest compared entry with this formula, charge and spin = 479.4 kJ/mol

- Which of these has the highest ΔE to the lowest compared entry with this formula, charge and spin?
  number 2